ORCA calculation (wB97M-V/def2-TZVPD) on 2 unconnected molecules or ions with the total composition C11H17N4.

Geometry as ORCA input:
```
! wB97M-V def2-TZVPD RIJCOSX def2/J DEFGRID3
* xyz 1 1
C 2.972 -1.180 -2.666
C 1.106 -0.613 0.520
C 2.314 -0.625 -0.185
C 2.024 -1.121 -1.517
C 0.710 -1.400 -1.537
C 1.045 -0.179 1.820
C 2.208 0.359 2.382
C 3.418 0.346 1.690
C 3.488 -0.214 0.424
N 0.082 -1.104 -0.307
H 0.228 -0.271 2.530
H 2.119 0.989 3.254
H -0.496 -1.832 0.081
H 4.303 0.622 2.243
H 0.108 -1.918 -2.271
H 4.386 -0.328 -0.158
H 2.406 -1.294 -3.597
H 3.521 -2.118 -2.685
H 3.633 -0.325 -2.692
C -2.959 0.694 1.884
C -3.391 1.084 -0.488
N -3.483 0.342 0.587
N -2.792 2.257 -0.500
N -4.076 0.630 -1.613
H -4.157 -0.411 0.547
H -2.177 2.586 0.237
H -2.708 2.746 -1.377
H -5.010 1.003 -1.716
H -3.527 0.653 -2.459
H -3.667 1.263 2.498
H -1.988 1.158 1.843
H -2.882 -0.154 2.570
*
```

Output
* relative energy (zero: lowest compared OMol25 entry of this formula, charge and spin): 1.065 eV
* HOMO energy: -10.41 eV